Computed, not measured: 2 unconnected molecules or ions with the total composition C2H5BrSi, with ωB97M-V/def2-TZVPD.

As for the calculated total energy: -2942.4324 Eh. The value obtained for the molar mass is 137.05 g mol⁻¹. The total charge is 0. The calculation puts the energy above the lowest of the compared OMol25 structures with the same formula, charge and spin at 727.52 kJ/mol. The calculation puts the highest occupied orbital energy (alpha / beta) at -9.137 / -8.628 eV.

Element x y z (Å)
C1 0.644 -0.589 0.294
C2 -1.602 -0.864 0.370
Si1 1.022 1.121 -0.208
Br1 -2.316 -2.303 -0.355
H1 0.980 -1.400 -0.301
H2 -1.711 -0.760 1.447
H3 2.070 1.847 0.517
H4 -0.448 1.721 -0.133
H5 1.361 1.226 -1.631